# C24H72N8O12

A 12-piece molecular cluster, C24H72N8O12 overall (wB97M-V/def2-TZVPD, the Open Molecules 2025 dataset).

As for the SMILES: NC(N)=O.NC(N)=O.NC(N)=O.NC(N)=O.CC(C)O.CC(C)O.CC(C)O.CC(C)O.CC(C)O.CC(C)O.CO.CO. The total charge is 0. The max |F| is 11.33 eV/A. The orbital gap comes out at 8.632 eV. Its HOMO energy is -8.817 eV. The calculation puts the energy above the lowest of the compared OMol25 structures with the same formula, charge and spin at 13.466 eV.

Cartesian coordinates (Å):
C 14.8990 -6.2450 -9.9290
O 16.0040 -5.4770 -10.1780
H 13.9920 -5.6540 -9.8430
H 15.1130 -7.0340 -9.1330
H 14.8540 -6.9600 -10.7810
H 16.6900 -6.0230 -10.5300
C 18.8150 -6.3420 -8.7230
O 18.1850 -7.5490 -8.6100
H 19.2440 -6.1670 -7.7390
H 18.0520 -5.6630 -8.9510
H 19.5170 -6.2560 -9.5900
H 17.4240 -7.4320 -8.0990
C 17.3730 -8.6000 -11.5800
O 18.1250 -7.3950 -11.5400
N 17.6680 -9.7330 -11.0510
N 16.2790 -8.7850 -12.2290
H 18.5780 -9.7160 -10.5370
H 17.1650 -10.6610 -11.0340
H 15.9280 -7.9610 -12.6090
H 16.0240 -9.6030 -12.8650
C 16.4020 -8.7130 -6.2000
O 16.0460 -7.6890 -7.0360
N 15.6500 -9.8470 -6.1590
N 17.4860 -8.6420 -5.4960
H 14.8130 -9.8920 -6.7210
H 15.7170 -10.6990 -5.4890
H 18.1710 -7.8770 -5.3420
H 17.7010 -9.4280 -4.9340
C 20.9410 -9.0090 -10.4660
O 22.1190 -9.8000 -10.2970
N 19.9100 -9.2880 -9.6860
N 20.7010 -8.1200 -11.3760
H 20.1280 -10.0640 -9.0810
H 19.1860 -8.6490 -9.3870
H 21.4100 -7.7830 -12.0870
H 19.8570 -7.5950 -11.3480
C 14.5640 -9.7820 -9.2760
O 13.5950 -9.9710 -8.2080
N 14.1420 -9.6980 -10.4690
N 15.8800 -10.0110 -9.1600
H 13.0640 -9.5330 -10.6240
H 14.7920 -9.2330 -11.0850
H 16.2940 -9.8970 -8.2120
H 16.5580 -9.8550 -9.9590
C 21.7140 -7.9480 -7.2910
C 22.3190 -6.5900 -7.5190
C 22.7040 -6.3540 -9.0160
O 21.5200 -5.6840 -7.2420
H 22.0520 -8.8490 -7.7360
H 20.6780 -7.9660 -7.5240
H 21.6880 -8.1350 -6.2530
H 23.1570 -6.4240 -6.8820
H 23.0310 -5.3330 -9.1880
H 21.7890 -6.3740 -9.6700
H 23.2650 -7.1110 -9.4540
H 21.8450 -4.8110 -7.3940
C 20.3990 -10.6880 -5.6910
C 19.8640 -11.6020 -6.7610
C 18.3850 -11.3100 -7.0800
O 20.4300 -11.2850 -7.8090
H 20.0560 -10.8810 -4.6550
H 20.1090 -9.6370 -5.8830
H 21.5030 -10.7510 -5.6230
H 20.0850 -12.7080 -6.5400
H 18.3730 -10.3100 -7.5040
H 17.7450 -11.2870 -6.2440
H 17.9830 -11.9260 -7.8890
H 21.3960 -11.2960 -7.6290
C 16.9020 -3.6140 -7.1180
C 15.3940 -3.4220 -6.9140
C 14.6710 -4.7400 -6.7140
O 15.0310 -2.5440 -6.0700
H 17.1290 -3.6790 -8.1600
H 17.2960 -4.5060 -6.6440
H 17.2470 -2.6170 -6.7150
H 15.0220 -3.0150 -7.8540
H 13.6050 -4.6500 -6.9230
H 14.8580 -5.1280 -5.7850
H 14.9900 -5.5470 -7.4280
H 15.5040 -1.7530 -6.3520
C 19.9440 -2.8790 -8.1120
C 21.3690 -2.4880 -7.6700
C 21.3790 -2.3660 -6.2140
O 22.2830 -3.2360 -8.0780
H 19.2940 -1.9810 -8.2040
H 19.4370 -3.6040 -7.4710
H 19.8660 -3.1360 -9.1320
H 21.7310 -1.5500 -8.1080
H 21.2420 -3.1810 -5.6030
H 20.6260 -1.7640 -5.7420
H 22.3400 -1.9340 -5.9330
H 23.0420 -2.6940 -8.3490
C 21.0010 -3.9380 -11.5970
C 19.9410 -4.6370 -12.3320
C 18.4500 -4.3240 -11.9600
O 20.0170 -4.4950 -13.5600
H 21.9630 -4.1270 -12.1250
H 21.1080 -4.4410 -10.6130
H 20.8620 -2.8690 -11.5590
H 20.0270 -5.7010 -12.1240
H 18.2170 -3.2790 -12.1530
H 18.1890 -4.4580 -10.9880
H 17.7120 -4.8110 -12.5340
H 19.4470 -5.1290 -14.0270
C 17.7570 -5.9290 -4.2650
C 19.2300 -5.8360 -4.7970
C 20.2040 -5.2780 -3.7500
O 19.6890 -6.9270 -5.1800
H 16.9420 -5.9710 -5.1050
H 17.4960 -5.0010 -3.7420
H 17.7750 -6.7820 -3.5000
H 19.2700 -5.1040 -5.6440
H 19.8080 -4.2810 -3.3670
H 21.2350 -5.1420 -4.2310
H 20.3310 -5.9790 -2.8800
H 20.1850 -6.8560 -5.9910

Cartesian forces (eV/Å) of the 3 atoms listed first:
C 0.3 -3.6 -0.3
O 0.5 2.4 0.5
H 0.1 -0.1 0.3